Record 1
The following is a quantum chemistry calculation of a 7-piece molecular cluster, C38H35BO26P overall in a non-equilibrium geometry, from OMol25.

Output
Net charge = -1
LUMO level = -0.555 eV

Each line ends with the Mulliken charge.
Positions of all 101 atoms, in Å:
C 0.44323 -1.11672 6.28763  -0.408
C -0.62601 -0.64195 7.34454  -0.448
O -1.39009 0.41587 6.80407  -0.480
B -2.76438 0.17005 6.59565  0.738
O -3.48630 1.34552 6.16654  -0.611
P -3.79447 -1.47204 6.73429  -0.012
H 0.74678 -0.27807 5.65688  0.089
H -0.03631 -1.90268 5.67990  -0.321
H 1.27128 -1.56188 6.86356  0.479
H -0.07386 -0.24300 8.21959  0.287
H -1.17723 -1.52415 7.69039  0.242
H -3.01193 1.71748 5.42401  0.241
H -2.69759 -2.17758 6.03296  -0.380
H -3.26247 -1.82392 8.06088  0.023
H -4.92108 -0.79619 7.42394  -0.056
H -4.45242 -1.11694 5.45796  -0.421
H -4.53243 -2.76186 6.73268  -0.009
C -1.26005 -2.11126 1.63253  0.117
C -0.66890 -2.36498 0.46566  -0.039
C 0.56648 -3.19546 0.37965  0.706
O 1.06181 -3.41191 -0.71137  -0.503
C 1.13457 -3.71261 1.62436  -0.905
C 0.54216 -3.45732 2.79505  0.038
C -0.70783 -2.64535 2.87558  1.095
O -1.23044 -2.44779 3.95067  -0.379
O 1.03898 -3.91597 3.95189  -0.647
O -1.15692 -1.88150 -0.70099  -0.728
H -2.15298 -1.51473 1.70787  0.229
H 2.03919 -4.29967 1.55116  0.479
H 0.43123 -3.59505 4.64261  0.367
H -0.55199 -2.20352 -1.39043  0.180
C 1.98592 1.51007 -2.35952  -1.100
C 2.19595 2.80000 -2.08717  0.324
C 1.37021 3.53910 -1.08866  0.903
O 1.61770 4.70899 -0.86684  -0.630
C 0.29025 2.81572 -0.42398  -0.796
C 0.07325 1.52522 -0.69625  0.096
C 0.91864 0.77599 -1.67547  1.118
O 0.67875 -0.40705 -1.85995  -0.522
O -0.91488 0.84025 -0.10674  -0.626
O 3.16440 3.50302 -2.69678  -0.595
H 2.58086 0.97062 -3.07661  0.529
H -0.31414 3.36507 0.28400  0.497
H -0.87375 -0.07116 -0.47176  0.419
H 3.10531 4.39833 -2.32216  0.341
C 1.53166 3.94490 4.97764  -1.287
C 1.75799 5.23041 5.24935  0.416
C 0.98607 5.95927 6.29705  1.069
O 1.24950 7.12987 6.51531  -0.652
C -0.05662 5.23278 7.01229  -0.783
C -0.29508 3.94123 6.74543  0.574
C 0.50022 3.20353 5.70953  0.650
O 0.27137 2.03298 5.50530  -0.388
O -1.25127 3.26716 7.39514  -0.480
O 2.69534 5.94171 4.59541  -0.593
H 2.08764 3.40808 4.22154  0.451
H -0.61862 5.77882 7.75638  0.456
H -1.25433 2.34172 7.05017  0.340
H 2.65424 6.83229 4.98193  0.342
C 2.25019 -1.26038 -6.24477  -0.933
C 1.94425 -1.76595 -5.04522  0.171
C 1.19235 -3.04892 -4.90453  0.870
O 0.95116 -3.47691 -3.79685  -0.455
C 0.77135 -3.73447 -6.12736  -1.001
C 1.07553 -3.22658 -7.32284  0.299
C 1.84901 -1.95898 -7.46323  1.312
O 2.11188 -1.55357 -8.58630  -0.748
O 0.70229 -3.82994 -8.46477  -0.583
O 2.29634 -1.14488 -3.91277  -0.468
H 2.79403 -0.33382 -6.35763  0.583
H 0.21297 -4.65316 -6.01523  0.454
H 1.04498 -3.26706 -9.17874  0.341
H 1.96373 -1.70227 -3.18204  0.242
C -7.01191 -0.82688 2.48820  -0.840
C -5.73310 -1.21340 2.40818  0.122
C -5.32224 -2.39282 1.58625  0.958
O -4.14667 -2.69880 1.51928  -0.427
C -6.36874 -3.14019 0.88841  -1.080
C -7.64234 -2.75353 0.97528  0.372
C -8.04924 -1.55919 1.77216  1.036
O -9.22609 -1.24288 1.79842  -0.643
O -8.62989 -3.41703 0.34865  -0.591
O -4.76767 -0.56454 3.05835  -0.389
H -7.32032 0.02457 3.07772  0.484
H -6.06443 -4.00190 0.31084  0.436
H -9.44245 -2.93310 0.57333  0.345
H -3.94734 -1.03837 2.85271  0.154
C 6.53832 0.82391 -10.76644  -1.018
C 6.85546 2.11280 -10.62862  0.345
C 6.13613 2.99968 -9.66773  1.023
O 6.47771 4.16243 -9.56814  -0.618
C 5.04259 2.42352 -8.88830  -0.802
C 4.72068 1.13381 -9.02723  0.149
C 5.45868 0.24031 -9.96964  1.013
O 5.14397 -0.92968 -10.04877  -0.595
O 3.72130 0.57660 -8.32932  -0.420
O 7.83889 2.68125 -11.34498  -0.567
H 7.05471 0.17262 -11.45756  0.412
H 4.51775 3.07942 -8.20801  0.442
H 3.68556 -0.36447 -8.60963  0.225
H 7.86402 3.60900 -11.05543  0.350

Cartesian forces (eV/Å) of the 2 atoms listed first:
C -1.061 -0.361 1.022
C 2.092 -0.290 -0.335

***

Record 2
The following is a quantum chemistry calculation of one molecule with the formula CH3NS2 in a non-equilibrium geometry, from OMol25.

Output
Net charge = 0
SMILES = C#S(N)=S
LUMO level (spin up / spin down) = -2.048 / -2.050 eV
Relative energy (zero: lowest compared OMol25 entry of this formula, charge and spin) = 135.1 kcal/mol

Each line ends with the Mulliken charge.
Positions of all 7 atoms, in Å:
C -1.81176 0.90032 0.22559  -0.252
S -0.51411 -0.08828 0.60258  0.349
N 1.12864 -0.20549 -0.47822  -0.532
S -0.64804 -1.98471 0.63876  -0.281
H -1.69274 1.98739 -0.04448  0.249
H 1.95095 0.41335 -0.74221  0.210
H 1.58706 -1.02258 -0.20203  0.257

Cartesian forces (eV/Å) of the 2 atoms listed first:
C 2.185 -0.672 1.026
S 0.434 1.556 -2.974

***

Record 3
The following is a quantum chemistry calculation of a 2-piece molecular cluster, C6H16N2 overall in a non-equilibrium geometry, from OMol25.

Output
Net charge = 0
LUMO level = -2.875 eV
Relative energy (zero: lowest compared OMol25 entry of this formula, charge and spin) = 156.5 kcal/mol

Each line ends with the Mulliken charge.
Positions of all 24 atoms, in Å:
N 1.24212 -0.27495 -1.70021  -0.630
C 1.99660 0.87716 -1.37752  0.179
C 2.18281 1.79315 -2.59052  -1.204
C -0.77707 0.95719 0.55043  -0.444
N -1.85795 0.45695 1.26780  -0.423
C -1.84561 -1.81858 0.35344  -1.234
C -1.77043 -0.90918 1.64824  0.401
C -0.50386 -1.31789 2.42003  -1.345
H 0.27379 0.00363 -1.89210  0.354
H 2.96952 0.64263 -0.94371  0.370
H 1.50009 1.48602 -0.58090  -0.028
H 1.22617 2.24143 -2.85978  0.299
H 2.54492 1.19300 -3.42282  0.321
H 2.89613 2.58863 -2.36209  0.354
H 0.10041 1.09509 1.21728  0.323
H -1.03640 1.93548 0.14531  0.351
H -0.41959 0.28261 -0.26744  -0.158
H -0.86183 -1.68153 -0.08692  0.317
H -2.04981 -2.86324 0.56283  0.370
H -2.55753 -1.42477 -0.37305  0.362
H -2.61088 -1.08643 2.32250  0.358
H -0.67789 -2.27217 2.91493  0.425
H 0.41781 -1.33611 1.84208  0.296
H -0.38153 -0.56813 3.21219  0.385

Cartesian forces (eV/Å) of the 2 atoms listed first:
N -0.930 -0.159 1.312
C -0.179 0.515 0.409

***

Record 4
The following is a quantum chemistry calculation of C34H48BClN6O2S4W as an isolated structure, from OMol25.

Output
Net charge = +2
LUMO level (spin up / spin down) = -7.776 / -7.778 eV

Each line ends with the Mulliken charge.
Positions of all 97 atoms, in Å:
W 0.25375 -0.18834 -0.21275  1.999
C -4.17393 -2.97641 -0.67447  -1.366
C -2.69020 -2.88147 -0.74722  0.219
C -1.78449 -3.85967 -1.12937  -1.067
C -0.51313 -3.31102 -1.06143  -0.557
N -0.64317 -2.02877 -0.60883  0.143
N -2.00152 -1.77919 -0.45016  1.085
B -2.55657 -0.35800 -0.14057  -0.809
N -2.22768 0.04341 1.26861  0.942
N -0.89627 0.12122 1.59174  0.879
C -0.83841 0.30562 2.94642  -0.978
C -2.13683 0.26821 3.43875  -0.833
C -2.98799 0.08958 2.36299  0.429
C -4.47173 -0.02191 2.34045  -1.425
C 0.36626 0.55784 3.83846  2.479
C -0.08560 1.40676 5.04015  -1.967
C 1.47675 1.33536 3.13840  -1.577
C 0.88888 -0.77974 4.38559  -1.470
N -1.73966 0.65874 -1.07057  0.862
N -0.88134 1.62583 -0.56240  -0.261
C -0.93432 2.69520 -1.36089  -0.375
C -1.82934 2.41931 -2.41967  -1.085
C -2.29068 1.14978 -2.23569  0.002
C -3.27180 0.36276 -3.02554  -1.483
C -0.22840 3.99851 -1.08047  2.467
C 0.93566 4.21216 -2.05663  -1.574
C -1.26629 5.11574 -1.29873  -1.815
C 0.25612 4.06567 0.36857  -1.529
C 0.69918 -4.03092 -1.65112  2.616
C 0.59676 -3.81914 -3.17705  -1.626
C 2.09904 -3.60765 -1.20356  -1.473
C 0.57359 -5.53167 -1.34341  -1.897
H -4.48637 -3.98528 -0.93180  0.506
H -4.53161 -2.74977 0.32935  0.171
H -4.65114 -2.28206 -1.36615  0.248
H -2.03993 -4.85156 -1.45676  0.606
H -3.71989 -0.33234 -0.37298  -0.035
H -2.44096 0.39377 4.46181  0.587
H -4.87270 0.25213 3.31294  0.466
H -4.90883 0.63118 1.58648  0.304
H -4.78353 -1.04506 2.12608  0.195
H -0.53512 2.34815 4.72115  0.428
H -0.79319 0.87863 5.67747  0.380
H 0.78576 1.63755 5.65248  0.467
H 1.09276 2.24964 2.68202  0.112
H 2.23042 1.61826 3.87404  0.649
H 1.97373 0.74348 2.37866  0.377
H 0.11960 -1.27394 4.98286  0.373
H 1.20093 -1.46367 3.59708  0.133
H 1.74481 -0.59588 5.03663  0.466
H -2.10534 3.08648 -3.21914  0.592
H -3.38540 0.79252 -4.01806  0.521
H -2.95503 -0.67699 -3.12483  0.209
H -4.24946 0.37270 -2.53995  0.298
H 0.58853 4.22536 -3.09096  0.357
H 1.39801 5.17707 -1.84752  0.549
H 1.69977 3.43968 -1.96490  0.083
H -1.59718 5.16530 -2.33614  0.366
H -2.13991 4.98272 -0.65860  0.414
H -0.80925 6.07413 -1.05343  0.460
H 1.04923 3.34933 0.57313  0.035
H 0.65823 5.06010 0.56232  0.552
H -0.56120 3.88819 1.06995  0.377
H 0.70318 -2.76614 -3.45078  0.197
H 1.39658 -4.37239 -3.67037  0.482
H -0.35641 -4.17704 -3.56535  0.422
H 2.31737 -2.55192 -1.36572  -0.053
H 2.28541 -3.85422 -0.15982  0.385
H 2.81553 -4.16996 -1.80296  0.604
H -0.31377 -5.97893 -1.78721  0.394
H 1.43604 -6.05112 -1.76062  0.451
H 0.55788 -5.71403 -0.26774  0.442
O 6.94867 -0.50894 1.55771  -0.433
C 5.80124 -0.43702 1.28781  0.574
S 4.60970 -1.72867 1.70335  -0.102
C 3.25538 -0.91721 0.99441  0.433
C 3.46517 0.30866 0.42252  0.060
S 2.14794 1.14234 -0.23739  -0.718
S 5.07324 0.96317 0.42471  -0.055
S 1.68700 -1.56835 1.04632  -0.532
Cl 4.72358 2.68066 -5.75472  -0.171
C 3.55553 1.88237 -4.77750  0.268
C 2.20844 2.18236 -4.93115  -1.003
C 1.27326 1.53718 -4.14213  -0.383
C 1.66207 0.60583 -3.17823  -0.180
C 0.65043 -0.07189 -2.34572  -0.538
C 3.02399 0.29512 -3.06941  0.358
C 3.96776 0.92525 -3.85689  -1.322
H 1.90447 2.90852 -5.67241  0.485
H 0.22176 1.76319 -4.27460  0.500
H 1.01818 -1.10234 -2.11281  -0.848
H -0.28887 -0.17380 -2.88434  1.075
H 3.34994 -0.47384 -2.37739  0.517
H 5.01624 0.67266 -3.77761  0.472
O -1.03543 -3.02412 2.23084  -0.444
H -1.01346 -2.96829 3.19313  0.224
H -1.26966 -3.94172 2.05053  0.241

Cartesian forces (eV/Å) of the 2 atoms listed first:
W 0.120 0.323 -0.356
C 0.003 0.009 0.004

***

Record 5
The following is a quantum chemistry calculation of a 2-piece molecular cluster, C2H10N2S overall in a non-equilibrium geometry, from OMol25.

Output
Net charge = -1
LUMO level (spin up / spin down) = 3.669 / 3.668 eV
Relative energy (zero: lowest compared OMol25 entry of this formula, charge and spin) = 6.7 kcal/mol
2S+1 = 2

Each line ends with the Mulliken charge.
Positions of all 15 atoms, in Å:
C -0.13298 -0.98533 -0.22467  -0.616
N 0.10886 -1.64928 -1.51338  -0.474
C 0.88918 0.12117 -0.02475  -2.074
N 0.68866 0.79201 1.28092  -0.395
H 0.09918 -1.73523 0.53434  0.526
H -1.13310 -0.57332 -0.10405  -0.063
H -0.52743 -2.41919 -1.59258  0.232
H -0.13199 -1.02645 -2.28479  0.217
H 0.73311 0.90075 -0.77026  0.275
H 1.88945 -0.31140 -0.07682  0.425
H 1.40685 1.52395 1.40140  0.950
H -0.45330 1.56515 1.02609  0.257
H 0.75369 0.07215 2.01562  0.479
S -1.77755 2.29981 0.55840  -0.768
H -2.41262 1.42521 -0.22546  0.030

Cartesian forces (eV/Å) of the 2 atoms listed first:
C 0.869 -0.067 0.038
N -0.087 0.613 -0.324